This record from OMol25 describes a cluster of 11 separate species, C38H67Br3O23S3 in total in a non-equilibrium geometry. The level of theory is ωB97M-V with the def2-TZVPD basis set.

```
134
Properties=species:S:1:pos:R:3:forces:R:3:lowdin_charge:R:1
C -3.2749 -2.6294 4.6106 0.54 -1.15 0.27 -0.08
C -4.6097 -2.7236 3.8303 0.44 2.60 2.92 -0.31
O -4.3672 -3.0502 2.5245 0.01 -0.39 -3.15 -0.27
S -5.4174 -2.4934 1.3436 -0.72 -1.21 1.50 0.72
C -4.6735 -3.3503 -0.1249 -0.11 0.18 2.11 -0.08
O -6.6806 -3.1824 1.7013 2.11 1.89 -1.21 -0.31
O -5.3266 -1.0366 1.2433 -0.20 -2.11 0.15 -0.30
H -3.2600 -2.0509 5.5342 -0.71 0.42 -0.20 0.08
H -2.4079 -2.3111 4.0317 -0.43 0.35 -0.39 0.02
H -2.9687 -3.6103 4.9741 -0.19 -0.29 -0.18 0.00
H -5.3372 -3.2956 4.4061 0.05 -0.81 -0.59 0.13
H -5.0141 -1.7140 3.9022 -0.23 0.29 -0.34 0.11
H -5.2725 -2.9704 -0.9526 0.36 -0.43 -0.12 0.07
H -4.7378 -4.3933 0.1849 -0.86 -0.09 -0.51 0.07
H -3.5901 -3.2447 -0.1805 -0.17 1.00 -0.21 0.05
C -7.4140 2.3937 -5.3244 -1.45 3.11 -0.56 -0.08
C -7.9029 2.8170 -3.8477 2.44 -2.16 -2.94 -0.18
O -6.6774 2.3530 -3.1699 1.20 1.87 1.34 -0.32
S -5.3136 3.4418 -3.0903 0.05 -1.72 -0.53 0.75
C -4.6295 2.6966 -1.5970 -0.66 -0.15 0.23 -0.13
O -4.3159 3.2279 -4.2268 -3.51 0.97 3.39 -0.35
O -5.8557 4.7396 -2.6947 0.87 -1.16 -1.36 -0.32
H -6.5829 3.0548 -5.5701 0.43 -0.16 0.33 0.05
H -8.1237 2.8210 -6.0328 -0.57 -0.41 -0.29 0.06
H -7.1253 1.4093 -5.6929 -0.40 -0.30 1.17 0.08
H -8.1435 3.8712 -3.7104 0.55 0.03 -0.17 0.10
H -8.7973 2.2458 -3.5987 0.54 -0.35 0.77 0.11
H -5.3218 2.7362 -0.7561 -0.54 0.61 -0.40 0.07
H -3.7759 3.3041 -1.2961 0.32 -0.48 -0.45 0.06
H -4.5078 1.6182 -1.6989 0.82 0.24 -0.57 0.07
C 0.6680 -2.8552 -1.6304 0.12 0.87 -0.06 -0.05
C -0.5649 -3.2070 -2.4067 -0.76 -0.50 -0.64 -0.25
O -1.6484 -2.2606 -2.2148 -1.18 0.21 -0.84 -0.31
S -2.7887 -1.9705 -3.4538 2.26 1.02 -0.71 0.71
C -1.8636 -0.4627 -4.2442 -0.61 -1.04 0.66 -0.05
O -2.8618 -3.0703 -4.4181 0.28 1.44 1.79 -0.31
O -3.9474 -1.5335 -2.7253 0.45 -0.37 -0.31 -0.30
H 1.4503 -3.6088 -1.7213 -0.23 -0.26 -0.18 0.09
H 0.4574 -2.7544 -0.5657 0.03 0.16 -0.06 0.06
H 1.0888 -1.9384 -2.0433 0.04 0.21 0.33 0.08
H -0.3899 -3.2169 -3.4825 0.29 -0.47 0.04 0.12
H -0.9358 -4.1647 -2.0416 -0.07 -0.21 -0.40 0.12
H -2.5371 0.2364 -4.7400 -0.40 -0.48 0.01 0.06
H -1.1211 -0.8483 -4.9429 -0.12 -0.15 0.17 0.05
H -1.3833 0.0858 -3.4339 -0.08 -0.35 0.16 0.03
Br -2.0597 -6.2567 5.2439 1.34 1.44 -0.53 0.54
C -0.5782 -4.9263 4.8284 0.63 -1.02 -1.01 -1.33
Br -0.5602 -4.1944 2.9313 -0.28 -0.94 1.46 0.65
Br 1.2035 -5.8359 5.1779 -1.65 0.88 -0.19 0.57
H -0.6583 -4.0000 5.3973 -0.05 -0.60 0.31 -0.02
O 3.1337 -2.1150 0.5989 -0.32 -3.93 1.05 0.04
C 3.1161 -3.3430 0.8865 0.21 2.85 -0.60 -0.43
C 4.3043 -4.2688 1.0260 0.12 -0.73 0.52 -0.06
C 3.7220 -5.7247 1.0631 0.21 1.80 0.61 -0.11
C 2.2055 -5.4316 1.3180 1.06 -1.30 -1.37 -0.17
O 1.9823 -4.0314 1.1148 0.20 0.55 -0.17 -0.06
H 5.0755 -4.0317 0.2931 -0.21 -0.21 -0.12 0.12
H 4.7729 -4.1463 2.0025 -0.08 0.64 0.09 0.12
H 3.9385 -6.2169 0.1149 -0.37 -0.22 0.21 0.11
H 4.1350 -6.2726 1.9100 0.14 -0.10 -0.31 0.11
H 1.7877 -6.0124 0.4956 -1.09 0.43 0.17 0.12
H 1.7858 -5.7771 2.2627 0.28 0.38 -0.02 0.05
O 0.8602 2.6265 -5.3893 1.11 -3.22 -2.41 0.16
C 0.6500 3.6017 -4.7935 -1.04 0.03 2.09 -0.57
C -0.3889 3.6688 -3.7171 -0.73 1.66 -0.47 -0.05
C -0.2610 5.0957 -3.2107 -0.36 0.04 1.07 -0.16
C 0.7329 5.7784 -4.1636 -0.98 -0.84 0.03 -0.10
O 1.3140 4.7121 -4.9975 0.60 2.54 1.01 0.06
H -1.3228 3.6909 -4.2788 -0.27 -0.89 0.14 0.13
H -0.3493 2.8627 -2.9845 -0.04 0.03 -0.24 0.12
H -1.2005 5.6483 -3.2181 -0.12 -0.15 -0.21 0.11
H 0.0052 5.1122 -2.1539 0.62 0.10 -0.04 0.09
H 0.1233 6.3521 -4.8617 0.64 0.62 0.14 0.13
H 1.4341 6.3218 -3.5303 0.49 0.10 -0.97 0.12
O 6.4917 1.8439 4.3571 0.27 0.28 2.10 0.16
C 6.0980 1.7502 3.2587 -0.13 -0.16 -2.02 -0.49
C 6.8964 1.4527 2.0007 -0.22 0.03 0.82 -0.05
C 5.7832 0.8691 1.1975 1.09 -1.98 -3.67 -0.21
C 4.6091 1.6768 1.4533 -0.76 -0.29 2.15 -0.17
O 4.7787 1.8117 2.9025 -0.20 1.84 0.35 -0.02
H 7.2619 2.3859 1.5720 -0.05 0.11 -0.05 0.13
H 7.7604 0.8186 2.1998 -0.23 -0.02 0.04 0.13
H 6.0008 0.9707 0.1343 0.22 -0.44 -0.28 0.12
H 5.5387 -0.1809 1.3582 0.45 -0.09 0.38 0.12
H 4.6594 2.5458 0.7972 -0.38 0.80 0.81 0.13
H 3.6418 1.1746 1.4415 0.05 -0.02 -0.79 0.12
O -1.8183 1.1715 -1.2784 0.21 0.20 1.94 0.07
C -1.4039 0.7022 -0.2114 -2.36 -0.70 -5.53 -0.47
C -1.9973 -0.4854 0.4555 -0.75 0.24 1.11 -0.06
C -0.9182 -0.8109 1.4220 0.89 -1.38 1.91 -0.15
C 0.1586 0.2801 1.3069 -0.74 -0.68 1.93 -0.14
O -0.2216 0.9984 0.2010 1.73 1.72 -1.71 0.05
H -2.9429 -0.2405 0.9392 -0.05 0.21 -0.01 0.12
H -2.2146 -1.3386 -0.1871 0.15 0.64 -0.55 0.10
H -1.2366 -0.9139 2.4594 -0.18 0.12 0.01 0.11
H -0.5026 -1.7900 1.1837 0.30 0.06 -0.05 0.07
H 0.0532 1.0801 2.0397 0.70 -0.87 1.14 0.12
H 1.1328 -0.2026 1.2300 0.24 0.61 -0.20 0.12
O 1.3992 -0.2890 -4.9677 0.30 0.67 1.78 0.10
C 1.9599 0.3358 -4.0856 0.20 -0.62 -2.99 -0.50
C 3.4078 0.8489 -4.1964 -1.16 -0.68 1.16 -0.04
C 3.7450 0.9554 -2.6711 0.23 0.38 -1.53 -0.13
C 2.3715 1.3149 -2.1675 1.48 1.14 2.06 -0.23
O 1.4653 0.5903 -2.8804 -2.16 -1.09 -0.33 0.04
H 3.7831 0.0459 -4.8308 1.04 0.53 0.16 0.13
H 3.4321 1.8468 -4.6343 -0.05 -0.25 -0.38 0.12
H 4.1221 0.0142 -2.2709 0.09 0.20 0.17 0.12
H 4.3534 1.8365 -2.4671 0.65 -0.49 0.08 0.11
H 2.2991 1.1362 -1.0946 -0.43 -0.25 -0.01 0.12
H 2.2287 2.3862 -2.3090 -0.28 0.26 -0.15 0.13
O 3.9405 -3.6867 5.6373 -0.74 0.49 -0.29 0.09
C 3.4757 -2.6910 5.1493 -0.75 -1.44 -0.71 -0.46
C 4.1316 -1.3700 5.0145 0.08 0.09 -0.39 -0.08
C 3.3671 -0.7100 3.8577 -0.89 0.18 1.22 -0.11
C 1.9295 -1.3470 4.0405 1.42 0.17 -1.30 -0.13
O 2.2080 -2.6707 4.5177 1.15 0.00 1.37 -0.07
H 4.0652 -0.9527 6.0193 -0.04 0.67 -0.16 0.14
H 5.1830 -1.5280 4.7745 -0.02 0.04 0.24 0.13
H 3.3724 0.3779 3.9251 -0.20 -0.17 -0.06 0.10
H 3.8819 -1.0159 2.9470 -0.49 -0.07 -0.26 0.09
H 1.2749 -0.7576 4.6826 0.22 -0.16 0.45 0.13
H 1.3974 -1.4992 3.1014 0.12 0.12 -0.10 0.08
O 1.3510 2.5621 3.9656 0.20 0.11 0.30 0.12
C 0.9584 3.2943 3.1103 0.15 -0.66 -1.83 -0.51
C 1.7910 4.1117 2.0536 -0.78 -1.57 1.62 -0.06
C 0.8533 4.4786 0.9484 -0.70 -0.13 0.29 -0.17
C -0.5227 4.3389 1.6153 0.17 0.10 0.98 -0.07
O -0.3550 3.5021 2.8892 -0.35 1.37 -2.03 0.02
H 1.9457 4.8907 2.8001 1.23 0.80 -0.80 0.14
H 2.6218 3.5308 1.6532 0.37 0.44 0.88 0.10
H 1.0457 5.5096 0.6514 -0.28 -0.11 -0.35 0.12
H 0.9239 3.8004 0.0980 0.22 0.05 0.00 0.10
H -0.8180 5.3558 1.8738 -0.43 -0.29 0.59 0.12
H -1.2985 3.8930 0.9928 0.17 -0.24 0.26 0.12
```
Forces are in eV/Å.

Its energy is -12135.08028 Ha. Its structure (SMILES) is CCOS(C)(=O)=O.CCOS(C)(=O)=O.CCOS(C)(=O)=O.BrC(Br)Br.O=C1CCCO1.O=C1CCCO1.O=C1CCCO1.O=C1CCCO1.O=C1CCCO1.O=C1CCCO1.O=C1CCCO1.


This record from OMol25 describes a cluster of 10 separate species, C42H62N10O14 in total in a non-equilibrium geometry. The level of theory is ωB97M-V with the def2-TZVPD basis set.

```
128
Properties=species:S:1:pos:R:3:forces:R:3:lowdin_charge:R:1
O 3.2473 9.7352 -3.9899 -1.01 -0.17 3.34 0.02
N 2.7653 9.1812 -2.9469 -0.98 -1.43 -3.54 -0.35
O 1.8763 9.5752 -2.2089 1.39 0.82 -0.37 0.07
C 3.0063 7.7242 -2.9249 1.72 -4.98 0.33 -0.09
C 3.9363 7.0592 -4.0169 -1.66 -1.84 2.96 0.05
C 4.0953 5.5542 -3.9099 -4.40 4.48 6.01 -0.01
C 3.4863 4.6972 -2.7709 -0.53 4.77 -2.20 -0.02
C 2.7783 5.3822 -1.7449 0.54 4.09 -3.91 -0.06
C 2.3913 6.8342 -1.8519 4.21 -0.45 -2.82 0.05
H 4.4343 7.6912 -4.8359 -1.03 -1.18 1.49 0.11
H 4.4793 5.0242 -4.6409 2.23 -2.17 -3.65 0.01
H 3.2583 3.6712 -3.0009 0.93 -0.52 0.59 0.06
H 2.3503 4.9652 -0.9209 -1.08 -1.76 1.91 0.04
H 1.8463 7.2492 -1.0249 -0.29 0.32 -0.10 0.08
O -2.1837 -2.4998 -3.0919 -0.72 0.17 -0.46 0.02
N -3.1367 -2.2638 -2.3539 2.13 -0.33 0.84 -0.35
O -3.6437 -3.1468 -1.6669 -0.59 1.66 -0.57 0.07
C -3.3147 -0.7898 -2.0989 -3.64 3.63 0.06 -0.11
C -2.8307 0.2572 -3.0459 2.41 1.56 3.00 0.05
C -2.8447 1.8072 -2.4689 -2.02 -5.77 1.25 0.01
C -3.6497 2.0572 -1.2069 2.55 1.22 -2.74 -0.12
C -4.3127 1.0512 -0.5019 -1.28 -3.38 -2.14 -0.10
C -4.3447 -0.3558 -1.0269 4.52 3.50 -1.72 0.05
H -1.9767 0.0342 -3.9389 -2.89 0.47 2.65 0.16
H -2.0927 2.3662 -3.0419 -1.00 0.60 0.59 0.07
H -3.6967 3.1402 -0.8329 0.22 -1.79 -0.57 0.11
H -5.0587 1.2622 0.3141 1.12 -0.04 -0.90 0.11
H -5.0147 -1.0068 -0.5709 -0.63 -1.47 0.69 0.06
O -0.3437 3.2092 -0.6069 1.31 -2.26 -1.13 -0.02
N 0.3393 2.3672 -1.2889 -2.87 0.41 3.01 -0.30
O 1.0563 2.7232 -2.1499 1.39 -0.28 -1.61 0.08
C 0.1313 0.8582 -0.9559 1.88 -2.05 0.63 -0.09
C -0.4957 0.6672 0.3761 0.57 -6.61 -2.21 0.03
C -0.7997 -0.7968 0.8031 2.00 0.64 -4.38 0.07
C -0.2257 -1.8558 -0.2579 -3.14 0.87 4.44 -0.11
C 0.4783 -1.6528 -1.3479 2.54 7.48 -1.43 -0.10
C 0.8673 -0.1828 -1.7379 -4.77 0.45 2.15 0.07
H -0.4307 1.5322 0.9351 -0.97 1.45 1.58 0.04
H -1.3837 -1.3318 1.6521 1.17 1.85 -1.20 0.10
H -0.3557 -2.9418 -0.1369 -0.44 0.57 0.99 0.10
H 1.1173 -2.3428 -1.7529 0.76 -2.09 -1.31 0.04
H 1.2663 0.1652 -2.7069 0.25 -0.56 0.72 0.10
O 0.2233 -4.1038 2.3051 1.57 0.75 -0.09 0.01
N 1.4693 -3.8988 2.4311 -8.12 -1.20 7.17 -0.42
O 2.2413 -4.0158 1.6381 6.13 -0.19 -6.70 0.16
C 1.8843 -3.7448 3.8311 3.24 2.35 5.43 -0.09
C 1.0423 -3.9458 5.0591 0.92 0.58 1.31 0.02
C 1.5513 -3.5948 6.4521 4.49 0.29 -5.79 -0.04
C 2.9933 -3.1648 6.6071 -2.19 0.31 -0.09 -0.09
C 3.9013 -2.9878 5.4771 -3.33 -1.52 -0.61 -0.07
C 3.3533 -3.2058 4.0601 -2.38 -0.94 1.60 0.06
H -0.0347 -4.3838 5.1151 2.15 0.91 -0.88 0.12
H 0.9853 -3.7898 7.2951 -1.23 -0.24 1.36 0.05
H 3.3273 -2.8338 7.7211 -0.59 -1.12 -2.94 0.14
H 4.9273 -2.8818 5.8921 -0.50 0.44 -1.60 0.09
H 3.8753 -2.9918 3.0731 -0.26 -0.37 1.79 0.10
C 2.7283 -0.2298 1.3271 2.63 4.70 -1.44 0.05
N 3.2463 0.9152 0.3051 0.50 0.02 2.24 -0.11
C 3.5963 2.2312 0.9001 0.59 -2.21 3.05 -0.05
C 3.8253 0.6102 -0.8839 -0.99 2.78 -1.06 -0.34
O 4.2683 1.4962 -1.6459 -0.06 -1.54 1.31 -0.03
H 2.1893 0.2102 2.1511 -0.81 0.14 -0.42 0.08
H 3.6483 -0.5208 1.7161 1.43 -1.34 0.88 0.05
H 2.3273 -0.8748 0.6541 -1.76 -2.31 -1.12 0.02
H 3.2833 2.2412 1.9591 -1.09 0.09 -0.68 0.08
H 3.3093 3.0562 0.3871 -1.84 2.15 -1.75 0.03
H 4.6033 2.5522 1.1561 1.25 -1.23 -0.94 0.09
H 3.6313 -0.3758 -1.2499 0.21 -1.17 -0.08 0.12
C 1.4613 -5.8178 -4.4129 -1.30 3.05 -2.15 -0.05
N 2.0573 -4.5448 -3.9429 -1.58 -1.35 -2.84 -0.15
C 1.3653 -3.3618 -4.5169 -0.04 2.06 4.54 -0.03
C 3.1633 -4.4788 -3.1899 1.08 -0.80 0.27 -0.37
O 3.5493 -3.4038 -2.8159 1.01 1.22 0.84 -0.01
H 2.0273 -6.5898 -4.1909 3.37 -3.59 1.05 0.02
H 1.1453 -5.9788 -5.4959 0.91 1.13 1.01 0.12
H 0.5953 -6.0238 -3.8909 -2.20 -0.01 1.29 0.06
H 1.5323 -2.4128 -3.7479 -0.77 -2.65 -1.57 0.11
H 0.2943 -3.6218 -4.5689 0.53 0.41 -0.11 0.09
H 1.7303 -2.8568 -5.3699 0.76 -0.58 -1.56 0.05
H 3.8093 -5.4298 -2.8909 -1.85 1.18 -0.85 0.17
C -3.7787 0.9562 6.5791 -0.46 -0.35 0.89 -0.07
N -4.0297 0.2152 5.2501 5.47 0.33 5.88 -0.17
C -5.1197 0.5672 4.4621 -6.80 -3.94 8.40 -0.09
C -2.9137 -0.6218 4.8281 -5.80 0.30 -3.62 -0.20
O -3.2017 -1.1538 3.7221 2.54 0.42 2.28 -0.05
H -3.4447 0.3772 7.5161 0.63 -0.05 -2.10 0.10
H -4.6937 1.2242 7.1171 -0.59 0.42 -1.11 0.07
H -3.1757 1.8952 6.4881 -0.37 -0.90 -0.11 0.07
H -5.8837 -0.3408 4.3601 1.47 1.25 0.30 0.15
H -4.8537 0.6682 3.6151 3.46 1.79 -11.37 -0.05
H -5.8637 1.3342 4.7371 1.31 0.22 0.70 0.11
H -2.0097 -0.8168 5.4511 -0.79 0.50 -0.18 0.15
C -2.6327 -6.0828 3.2971 -4.43 -8.16 1.19 -0.07
N -3.6487 -5.5798 2.3821 0.90 -1.00 0.63 -0.14
C -3.3387 -4.3058 1.7981 0.50 -0.46 3.25 -0.03
C -4.5617 -6.3978 1.7981 -1.39 9.01 -3.38 -0.27
O -5.3957 -5.9178 0.9981 1.50 -1.13 0.62 0.00
H -1.9337 -7.0318 3.0221 -2.01 1.81 -0.39 0.13
H -3.1817 -6.5718 4.3661 1.31 1.48 -3.00 0.15
H -1.9257 -5.5418 3.6671 3.64 4.75 1.68 -0.04
H -3.9817 -3.8008 1.2251 -2.84 0.63 -2.85 0.05
H -2.4137 -4.4288 1.4391 3.43 -0.13 -2.54 0.05
H -3.1457 -3.5468 2.5141 -0.03 0.44 1.74 0.07
H -4.7507 -7.2438 2.1731 -0.56 -7.18 3.03 0.06
C -2.6017 3.8352 2.1781 -1.77 -0.47 -0.85 -0.08
N -1.3507 3.3142 2.7201 0.78 -0.10 -0.20 -0.16
C -1.4157 2.3772 3.8801 -2.69 1.25 -1.29 -0.02
C -0.1637 3.9262 2.3441 2.60 0.17 2.04 -0.30
O 0.9433 3.6842 2.9181 -3.20 0.24 -1.72 -0.05
H -2.4327 4.4202 1.2271 0.03 -0.44 1.31 0.09
H -3.0377 4.4102 2.9851 -0.26 0.82 -0.16 0.07
H -3.5147 3.1232 1.9131 2.47 0.49 0.47 0.11
H -0.9607 2.5652 4.7841 2.34 1.25 1.36 0.06
H -1.2647 1.3892 3.6251 0.93 -2.10 -1.00 0.05
H -2.4277 2.3082 4.3071 -0.45 0.53 -0.93 0.07
H -0.1647 4.8022 1.5841 -0.71 -1.70 0.87 0.15
C 2.2913 0.6522 -6.9459 1.16 -1.09 1.53 -0.08
N 1.2993 1.5162 -6.4829 -2.99 1.98 1.08 -0.16
C 1.3713 2.1682 -5.1269 -8.86 0.10 -4.86 0.01
C 0.1273 1.6872 -7.1749 -0.57 0.65 0.96 -0.33
O -0.8427 2.3482 -6.8249 0.76 0.04 0.66 0.00
H 2.1773 -0.4368 -6.6789 0.20 1.02 -0.21 0.11
H 3.2293 1.0722 -6.6189 0.62 -0.47 0.65 0.10
H 2.3943 0.8202 -7.9529 -0.07 -0.39 -2.80 0.06
H 1.5483 3.1722 -5.1829 -0.08 3.00 -0.66 0.07
H 2.1403 1.8542 -4.7329 7.31 -4.04 4.76 -0.01
H 0.3523 2.0162 -4.6449 1.65 0.03 -0.14 0.11
H -0.0187 1.1962 -8.1149 0.89 -0.89 -0.91 0.12
```
Forces are in eV/Å.

Its energy is -3237.24252 Ha. Its structure (SMILES) is O=[N+]([O-])c1ccccc1.O=[N+]([O-])c1ccccc1.O=[N+]([O-])c1ccccc1.O=[N+]([O-])c1ccccc1.CN(C)C=O.CN(C)C=O.CN(C)C=O.CN(C)C=O.CN(C)C=O.CN(C)C=O.


Energy relative to the best compared isomer or geometry (same formula, charge and spin) in kJ/mol, matching the order above: 481.40, 2249.12
Frontier orbital gap in Eh, matching the order above: 0.34377, 0.28000
E_HOMO in hartree, matching the order above: -0.37187, -0.32574